Here is a molecular structure, C24H19N6O5Os from OMol25. Energies are from wB97M-V/def2-TZVPD.

Geometry (Å):
1 Os 0.640 -0.999 0.134
2 O -1.019 0.204 3.623
3 O 2.090 -2.354 0.898
4 O 0.832 -2.948 -0.679
5 O 3.442 1.761 -1.161
6 O 2.267 -4.388 0.122
7 N 1.074 -0.727 -1.968
8 N -0.778 0.472 -0.433
9 N 2.144 0.333 0.121
10 N 1.784 -3.312 0.125
11 N -1.158 -1.970 0.844
12 N 0.499 -0.307 1.945
13 C -2.601 2.477 -1.141
14 C 1.638 0.385 2.426
15 C 3.055 1.393 4.058
16 C -2.721 1.174 -1.626
17 C 2.330 0.589 -3.510
18 C -3.101 -3.338 0.796
19 C -1.532 2.732 -0.292
20 C -1.611 -1.396 1.971
21 C -3.576 -2.733 1.949
22 C -3.574 3.544 -1.535
23 C 1.887 0.715 3.751
24 C -1.890 -2.927 0.267
25 C -2.814 -1.742 2.549
26 C 2.546 0.736 1.412
27 C 3.954 1.745 3.060
28 C 1.729 -0.064 -4.571
29 C 0.797 -1.060 -4.305
30 C 1.980 0.226 -2.224
31 C -1.807 0.215 -1.259
32 C 3.710 1.427 1.733
33 C 0.494 -1.362 -2.994
34 C -0.649 1.723 0.037
35 C -0.700 -0.386 2.621
36 C 2.614 0.886 -1.029
37 H -1.479 -3.379 -0.624
38 H -4.521 -3.037 2.379
39 H -3.531 0.903 -2.290
40 H -3.114 -1.237 3.456
41 H -1.893 -0.799 -1.621
42 H -3.455 4.437 -0.926
43 H -1.376 3.718 0.123
44 H -3.420 3.821 -2.580
45 H -3.653 -4.128 0.307
46 H 0.316 -1.608 -5.103
47 H -0.202 -2.151 -2.746
48 H 3.263 1.648 5.088
49 H 4.862 2.273 3.316
50 H 3.069 1.369 -3.635
51 H 0.187 1.915 0.694
52 H 1.181 0.448 4.522
53 H 1.984 0.190 -5.591
54 H -4.599 3.187 -1.440
55 H 4.405 1.705 0.957

Computed properties:
- ΔE to the lowest compared entry with this formula, charge and spin: 0.0 kJ/mol
- LUMO level: -3.966 eV
- Charge: +1
- Gap between HOMO and LUMO: 6.807 eV

---

Here is a molecular structure, C4H5NO2 in a non-equilibrium geometry from OMol25. Energies are from wB97M-V/def2-TZVPD.

Geometry (Å):
1 O -1.792 0.795 0.826
2 O 0.081 -1.339 -0.442
3 N 2.118 0.287 0.121
4 C 1.944 -0.854 -0.135
5 C -1.780 -0.015 -0.122
6 C -0.375 -0.088 -0.589
7 C -0.020 0.873 0.585
8 H 2.278 -1.862 -0.305
9 H 0.145 1.938 0.472
10 H -2.672 -0.590 -0.387
11 H -0.179 0.422 -1.557
12 H 0.251 0.434 1.535

Computed properties:
- ΔE to the lowest compared entry with this formula, charge and spin: 529.1 kJ/mol
- LUMO level: -0.278 eV
- Gap between HOMO and LUMO: 8.506 eV

---

Here is a molecular structure, C12H22BBrClCsF2N3O8Si2 in a non-equilibrium geometry from OMol25. Energies are from wB97M-V/def2-TZVPD.

Geometry (Å):
1 Cs 0.057 4.908 -3.353
2 Br -3.817 4.172 -0.973
3 Cl -1.963 -0.413 3.102
4 Si 1.317 0.349 -0.299
5 Si -1.415 -0.693 -0.722
6 F 3.489 1.885 -2.423
7 F 1.776 3.403 -1.267
8 O 0.561 3.021 1.687
9 O 1.355 -1.882 1.560
10 O 2.019 1.396 0.716
11 O 4.239 -0.857 -1.467
12 O 1.649 1.349 3.043
13 O -0.226 0.203 0.119
14 O -0.094 2.934 -2.247
15 O 2.586 0.236 -3.628
16 N -0.837 -1.317 -2.213
17 N 2.197 -1.120 -0.455
18 N 1.357 1.198 -1.910
19 C -3.123 1.514 -0.004
20 C 3.661 -0.949 -0.436
21 C -3.206 -1.922 1.187
22 C 4.333 -0.863 0.899
23 C 1.900 -3.539 -0.076
24 C 0.951 2.527 -1.820
25 C -2.555 2.911 -0.233
26 C -2.939 -1.850 2.675
27 C 1.766 -2.159 0.480
28 C -1.922 -2.126 0.347
29 C 2.510 1.013 -2.755
30 C -2.766 0.514 -1.133
31 B 1.391 1.914 1.842
32 H -3.858 -2.787 1.042
33 H -0.366 2.797 1.816
34 H -0.605 -0.659 -2.944
35 H -0.146 -2.054 -2.202
36 H 1.429 -4.249 0.599
37 H -2.072 -2.973 -0.327
38 H 2.962 -3.780 -0.175
39 H -2.213 3.363 0.695
40 H -3.656 -0.064 -1.389
41 H -2.440 1.064 -2.021
42 H 3.738 -1.237 1.726
43 H -4.205 1.563 0.112
44 H 1.461 1.934 3.783
45 H 5.300 -1.356 0.832
46 H -1.114 -2.411 1.026
47 H -1.724 2.874 -0.923
48 H -2.353 -2.710 2.995
49 H 4.503 0.199 1.092
50 H -3.773 -1.042 0.877
51 H -3.855 -1.822 3.258
52 H 1.470 -3.593 -1.075
53 H -2.734 1.184 0.963

Computed properties:
- ΔE to the lowest compared entry with this formula, charge and spin: 0.0 kJ/mol
- LUMO level: -3.197 eV
- Charge: +1
- Gap between HOMO and LUMO: 9.402 eV

---

Here is a single C3H3NO2S2 molecule in a non-equilibrium geometry from OMol25. Energies are from wB97M-V/def2-TZVPD.

Geometry (Å):
1 S 0.383 -1.602 1.807
2 S 1.773 1.151 1.967
3 O 0.590 1.604 -0.269
4 O -1.301 0.896 -2.562
5 N -0.590 -0.412 -0.751
6 C 0.225 0.474 -0.011
7 C -1.286 -0.137 -1.956
8 C 0.737 -0.054 1.327
9 H 2.135 0.449 3.062
10 H -0.824 -1.303 -0.323
11 H -1.842 -1.067 -2.290

Computed properties:
- ΔE to the lowest compared entry with this formula, charge and spin: 17.9 kJ/mol
- LUMO level: -1.571 eV
- Gap between HOMO and LUMO: 7.942 eV

---

Here is a molecular structure, C16H15AuN6O3 in a non-equilibrium geometry from OMol25. Energies are from wB97M-V/def2-TZVPD.

Geometry (Å):
1 Au -0.628 -0.032 -0.996
2 O 2.776 -1.288 -3.047
3 O 2.784 1.278 -2.998
4 O 1.292 -0.390 0.582
5 N -0.633 0.022 3.444
6 N -2.808 0.123 2.560
7 N -0.337 -2.158 -1.581
8 N -0.331 2.118 -1.516
9 N 1.011 -0.009 -2.368
10 N -0.860 -0.136 1.236
11 C -0.647 4.446 -1.250
12 C -0.617 -4.480 -1.270
13 C 0.655 -4.704 -1.769
14 C 0.857 2.338 -2.065
15 C -1.086 -3.175 -1.191
16 C 0.614 4.686 -1.774
17 C 0.716 -0.100 2.953
18 C -1.087 3.135 -1.132
19 C 1.386 3.615 -2.205
20 C -0.900 0.224 4.843
21 C 1.684 -1.172 -2.574
22 C 1.683 1.160 -2.543
23 C 0.483 -0.234 1.476
24 C 1.417 -3.630 -2.212
25 C 0.864 -2.361 -2.099
26 C -1.494 0.006 2.423
27 H -1.249 -5.292 -0.944
28 H 2.411 -3.744 -2.625
29 H 0.994 5.695 -1.852
30 H -3.418 0.018 1.766
31 H -2.071 -2.950 -0.814
32 H 2.372 3.738 -2.634
33 H 1.324 0.788 3.164
34 H -0.117 -0.265 5.423
35 H 1.057 -5.707 -1.816
36 H -3.233 0.173 3.474
37 H -1.288 5.254 -0.935
38 H -2.060 2.903 -0.729
39 H 1.237 -0.965 3.375
40 H -1.855 -0.212 5.124
41 H -0.897 1.286 5.097

Computed properties:
- LUMO level (alpha / beta): -9.752 / -9.752 eV
- Charge: +2
- Gap between HOMO and LUMO (alpha / beta): 5.906 / 5.907 eV

---

Here is a molecular structure, C6H10O3P in a non-equilibrium geometry from OMol25. Energies are from wB97M-V/def2-TZVPD.

Geometry (Å):
1 P 1.932 0.788 0.296
2 O -2.344 0.350 -0.310
3 O -0.361 0.830 0.671
4 O -1.799 2.490 0.069
5 C -2.233 -2.804 0.233
6 C -1.659 1.289 0.067
7 C 1.452 1.122 -1.470
8 C -0.852 -2.507 0.530
9 C 0.273 -2.162 0.753
10 C 2.675 2.223 0.701
11 H 1.265 -1.880 0.954
12 H -0.434 -0.133 0.719
13 H 3.131 2.329 1.672
14 H -2.692 -1.881 -0.130
15 H 2.338 1.092 -2.106
16 H -2.751 -3.139 1.132
17 H 2.642 3.110 0.083
18 H 0.743 0.366 -1.803
19 H -2.303 -3.579 -0.533
20 H 0.977 2.098 -1.531

Computed properties:
- ΔE to the lowest compared entry with this formula, charge and spin: 348.3 kJ/mol
- LUMO level: 3.626 eV
- Charge: -1
- Gap between HOMO and LUMO: 8.355 eV

---

Here is a molecular structure, C19H46InO8 in a non-equilibrium geometry from OMol25. Energies are from wB97M-V/def2-TZVPD.

Geometry (Å):
1 In 1.834 -2.277 -2.865
2 O -0.621 7.477 0.397
3 O -1.407 5.181 2.064
4 O 4.792 0.084 -1.669
5 O 1.343 -0.520 -3.879
6 O -0.654 -6.525 -3.180
7 O -3.059 -6.282 -4.867
8 O -0.158 0.592 3.828
9 O -0.302 0.595 6.770
10 C -0.139 0.686 0.432
11 C 0.138 0.700 -2.087
12 C 0.089 -6.848 -4.342
13 C -1.821 8.111 0.793
14 C -2.198 4.721 0.979
15 C 0.524 1.389 -0.773
16 C 0.137 6.968 1.483
17 C -1.473 1.118 3.810
18 C -0.975 -0.648 6.686
19 C 5.509 -0.721 -0.473
20 C 1.263 0.654 -3.141
21 C 4.058 -0.957 -1.348
22 C -3.202 -7.683 -4.767
23 C 0.715 1.314 4.677
24 C -1.422 -5.339 -3.318
25 C 3.990 -2.154 -2.238
26 C 0.900 0.636 6.016
27 C -2.874 -5.643 -3.609
28 C -0.073 5.483 1.684
29 H -0.103 7.510 2.403
30 H -0.686 1.272 -2.513
31 H -1.116 0.347 0.102
32 H 4.285 -3.008 -1.640
33 H 0.178 2.420 -0.762
34 H 0.974 -6.210 -4.417
35 H -0.510 -6.740 -5.249
36 H -4.207 -7.945 -4.413
37 H 0.203 4.932 0.780
38 H 4.850 -0.559 0.430
39 H -0.996 -4.693 -4.090
40 H 0.408 -7.887 -4.248
41 H -2.448 8.209 -0.093
42 H 2.213 0.914 -2.650
43 H -1.023 -1.015 5.659
44 H -3.244 4.776 1.277
45 H 6.143 0.129 -0.208
46 H -0.240 1.384 1.257
47 H -3.428 -4.700 -3.646
48 H -1.511 2.016 3.184
49 H -2.058 5.327 0.082
50 H 0.901 -2.336 -1.344
51 H 1.688 1.362 4.175
52 H 1.539 -3.722 -3.848
53 H -1.988 -0.498 7.056
54 H 0.465 -0.140 0.786
55 H -1.946 3.678 0.760
56 H -3.300 -6.257 -2.808
57 H 1.629 1.206 6.601
58 H -2.460 -8.120 -4.095
59 H -1.826 1.365 4.815
60 H 1.192 7.143 1.251
61 H -0.478 -1.397 7.314
62 H -1.360 -4.801 -2.368
63 H -1.616 9.114 1.188
64 H 1.599 1.381 -0.598
65 H -2.357 7.531 1.546
66 H 3.168 -0.717 -0.767
67 H -3.064 -8.100 -5.764
68 H 4.683 -1.942 -3.045
69 H 0.579 5.147 2.496
70 H 1.071 1.472 -3.847
71 H -0.241 -0.294 -1.879
72 H 0.357 2.340 4.815
73 H -2.132 0.367 3.378
74 H 1.296 -0.374 5.872

Computed properties:
- ΔE to the lowest compared entry with this formula, charge and spin: 447.2 kJ/mol
- LUMO level: 2.341 eV
- Charge: -1
- Gap between HOMO and LUMO: 6.971 eV

---

Here is 10 unconnected molecules or ions with the total composition C28H58O10 in a non-equilibrium geometry from OMol25. Energies are from wB97M-V/def2-TZVPD.

Geometry (Å):
1 O 1.472 4.202 2.264
2 O 0.101 -1.202 3.745
3 O -0.385 1.632 -2.621
4 O 1.222 -4.811 -0.770
5 O 1.173 -3.526 -4.406
6 O 4.340 1.063 -2.646
7 O -1.814 2.508 1.158
8 O -3.071 -1.678 -2.342
9 O 0.854 -0.564 -0.861
10 O -5.394 -1.480 1.705
11 C -0.875 3.888 -3.147
12 C 0.522 4.336 0.083
13 C -2.593 1.000 2.804
14 C 1.293 -0.580 5.702
15 C -1.928 -1.997 -2.590
16 C -0.144 5.913 1.996
17 C 0.664 4.727 1.537
18 C -4.460 -2.224 1.889
19 C 1.111 -3.290 1.053
20 C -4.570 -3.410 2.816
21 C -1.225 2.500 -2.633
22 C 0.926 -0.466 4.249
23 C -2.657 2.202 -2.300
24 C 3.607 1.911 -2.188
25 C 3.344 1.978 -0.704
26 C -1.290 -3.188 -1.943
27 C 1.804 -4.284 0.152
28 C 3.268 -4.525 0.397
29 C 2.817 -5.021 -3.587
30 C 2.786 -2.500 -3.002
31 C -3.125 -1.969 1.250
32 C -3.137 3.515 2.855
33 C -1.092 -1.255 -3.611
34 C 2.163 -3.670 -3.722
35 C 2.922 2.930 -3.063
36 C -2.447 2.362 2.184
37 C 1.621 0.605 3.458
38 C -0.013 0.023 0.095
39 H -4.090 -3.140 3.762
40 H 2.090 -5.731 -3.204
41 H 3.038 3.922 -2.621
42 H -0.022 6.074 3.065
43 H 0.199 1.062 0.355
44 H 1.863 2.679 -3.150
45 H -4.124 3.243 3.228
46 H -2.762 1.172 -1.962
47 H -5.611 -3.663 2.990
48 H 3.148 2.993 -0.365
49 H 3.876 -2.523 -3.066
50 H 0.773 -1.427 6.143
51 H -1.812 0.370 2.384
52 H 1.550 -3.257 2.048
53 H -2.856 -2.783 0.580
54 H 1.381 0.522 2.403
55 H -0.007 -0.605 0.988
56 H 0.171 6.818 1.471
57 H -1.636 -0.360 -3.889
58 H -0.896 -1.924 -4.449
59 H -1.207 5.777 1.781
60 H 3.827 -3.753 -0.141
61 H 3.563 -5.479 -0.037
62 H -0.722 3.738 -4.218
63 H 0.689 3.278 -0.098
64 H -1.036 -3.932 -2.702
65 H -3.567 0.576 2.549
66 H -1.041 -0.026 -0.288
67 H -3.025 2.875 -1.523
68 H 0.665 -0.076 -1.674
69 H -1.680 4.601 -2.981
70 H 2.559 -2.632 -1.939
71 H 1.247 -2.302 0.597
72 H -3.208 -1.037 0.696
73 H -4.022 -4.274 2.437
74 H -1.989 -3.655 -1.253
75 H -3.211 4.366 2.182
76 H -0.128 -1.023 -3.165
77 H 2.393 -1.560 -3.370
78 H 2.708 0.486 3.543
79 H -2.350 -1.857 2.013
80 H 2.366 -0.756 5.807
81 H -2.507 1.036 3.891
82 H 1.056 0.350 6.218
83 H 0.043 4.237 -2.685
84 H -2.549 3.821 3.728
85 H -0.477 4.600 -0.263
86 H 0.050 -3.517 1.106
87 H 3.691 -5.005 -2.935
88 H 3.367 2.959 -4.056
89 H 3.507 -4.481 1.456
90 H 1.273 4.883 -0.496
91 H 4.223 1.561 -0.221
92 H -0.350 -2.910 -1.472
93 H 1.427 1.618 3.816
94 H -3.275 2.355 -3.189
95 H 3.175 -5.321 -4.574
96 H 2.453 1.378 -0.505

Computed properties:
- ΔE to the lowest compared entry with this formula, charge and spin: 0.0 kJ/mol
- LUMO level: 0.403 eV
- Gap between HOMO and LUMO: 9.352 eV